[1]
Formula: C19H20F6N3O9S3Y
Source: the OMol25 dataset
Level of theory: ωB97M-V with the def2-TZVPD basis set

Summary:
Frontier orbital gap = 8.96 eV
Largest force on an atom = 4.930 eV/Å
DFT total energy = -3409.66126 a.u.
E_HOMO = -9.27 eV

```
! wB97M-V def2-TZVPD RIJCOSX def2/J DEFGRID3
* xyz 0 1
Y -0.3545 -0.5687 -0.1490
O -0.7859 -2.7980 -0.8086
C -1.3183 -3.5886 -1.8738
C -1.1386 -2.8806 -3.2125
C -1.9055 -1.5444 -3.1950
C -0.9895 -0.3602 -3.2920
C -1.1727 0.5831 -4.2960
C -0.2765 1.6277 -4.4175
C 0.8101 1.6742 -3.5564
C 0.9286 0.6986 -2.5809
N 0.0320 -0.2852 -2.4228
H 0.2056 -2.9847 -0.7902
H -2.3841 -3.7292 -1.6651
H -0.8254 -4.5660 -1.8770
H -1.4970 -3.5149 -4.0215
H -0.0697 -2.7043 -3.3606
H -2.4646 -1.4717 -2.2542
H -2.6266 -1.5086 -4.0113
H -2.0148 0.4981 -4.9659
H -0.4156 2.3772 -5.1814
H 1.5551 2.4495 -3.6440
H 1.7843 0.6838 -1.9092
F -1.1954 5.0287 0.7767
C -0.6500 4.0187 0.1132
F 0.6099 4.3559 -0.1740
F -1.2975 3.8920 -1.0527
S -0.6870 2.3253 0.9538
O -0.0289 1.5903 -0.1235
O 0.0057 2.4979 2.1752
N -2.2444 2.1249 1.0415
S -3.0331 1.0314 0.2614
O -4.2892 1.5212 -0.1818
O -2.2520 0.3232 -0.7592
C -3.5436 -0.4557 1.3515
F -3.4133 -0.3764 2.6547
F -2.8569 -1.5509 0.9067
F -4.8226 -0.7164 1.0799
C -0.8196 -5.2369 5.2665
C -0.1057 -4.5254 4.1626
C -0.8197 -3.9332 3.1280
C -0.1649 -3.2542 2.1166
C 1.2184 -3.2058 2.1076
C 1.9462 -3.7878 3.1293
C 1.2824 -4.4374 4.1544
S 2.0778 -2.2319 0.8634
O 3.4763 -2.2651 1.1796
O 1.7257 -2.7538 -0.4759
N 1.4317 -0.7703 0.8777
C 1.3660 -0.2210 2.2238
C -0.1016 -0.1857 2.7023
O -0.3957 -0.2133 3.8709
O -0.9594 -0.1264 1.7124
H -1.8963 -5.1608 5.1394
H -0.5407 -4.8092 6.2272
H -0.5438 -6.2899 5.2761
H -1.8965 -3.9885 3.1156
H -0.7375 -2.7666 1.3389
H 3.0239 -3.7200 3.0945
H 1.8445 -4.8749 4.9656
H 1.7180 0.8167 2.2258
H 1.9777 -0.8075 2.9178
*
```

=====

[2]
Formula: C19H20F6NO9PdS2Sb2
Source: the OMol25 dataset
Level of theory: ωB97M-V with the def2-TZVPD basis set

Summary:
Frontier orbital gap (alpha / beta) = 7.99 / 4.58 eV
Largest force on an atom = 2.194 eV/Å
DFT total energy = -3471.40227 a.u.
E_HOMO (alpha / beta) = -11.46 / -11.59 eV

```
! wB97M-V def2-TZVPD RIJCOSX def2/J DEFGRID3
* xyz 1 5
Pd -1.4661 0.4339 -0.8565
O -5.6816 -0.7227 3.6333
C -4.8846 -0.5078 2.7741
C -5.0972 -0.7589 1.2590
O -6.1447 -0.9347 0.7121
C -3.7225 -0.6773 0.6381
C -2.7710 -0.2773 1.6532
O -1.5405 -0.1856 1.3907
C -3.4290 -0.0403 2.9545
O -2.9509 0.4762 3.9318
O -3.3936 -0.8744 -0.5391
C 2.6619 2.0376 3.5670
Sb 1.4013 1.3915 1.9480
C 0.7936 3.3358 1.3064
C 3.0426 0.9190 0.3434
C 3.6173 -0.3910 0.5537
C 4.6237 -0.4718 1.5455
C 5.2140 -1.6607 1.8919
C 4.8108 -2.8273 1.2462
C 3.8378 -2.7761 0.2606
C 3.2254 -1.5844 -0.1209
C 2.2470 -1.6475 -1.2399
Sb 0.1195 -1.6375 -0.6987
C -0.5153 -3.3204 -1.8522
C 0.2698 -2.7160 1.1392
H 3.2914 1.2110 3.8892
H 2.0187 2.3375 4.3939
H 3.2606 2.8866 3.2409
H 1.1787 3.5398 0.3087
H 1.1563 4.0872 2.0063
H -0.2925 3.3795 1.2971
H 3.7125 1.7238 0.6514
H 2.5173 1.1299 -0.5862
H 4.9405 0.4434 2.0337
H 5.9832 -1.6945 2.6515
H 5.2716 -3.7734 1.4996
H 3.5528 -3.6899 -0.2476
H 2.3195 -2.6057 -1.7509
H 2.3754 -0.8438 -1.9653
H -0.1558 -4.2221 -1.3600
H -0.1205 -3.2643 -2.8637
H -1.6024 -3.3224 -1.8879
H 1.0397 -3.4766 1.0099
H -0.6898 -3.1925 1.3327
H 0.5249 -2.0710 1.9764
F 0.3550 -0.5985 -3.9277
C -0.8846 -0.1039 -4.1052
F -1.1151 0.0115 -5.3880
F -1.7577 -0.9686 -3.5877
S -0.9396 1.5893 -3.2664
O 0.0888 1.5271 -2.2158
O -0.7641 2.5517 -4.2893
N -2.4062 1.4618 -2.6346
S -2.9004 2.6136 -1.6096
O -3.3189 1.9955 -0.3684
O -1.9465 3.6757 -1.5375
C -4.4709 3.1803 -2.4027
F -5.3081 2.1528 -2.4031
F -4.2189 3.5697 -3.6390
F -4.9629 4.1772 -1.6962
*
```

=====

[3]
Formula: C19H20FeO6
Source: the OMol25 dataset
Level of theory: ωB97M-V with the def2-TZVPD basis set

Summary:
Frontier orbital gap (alpha / beta) = 7.02 / 6.24 eV
Largest force on an atom = 4.204 eV/Å
DFT total energy = -2450.96932 a.u.
E_HOMO (alpha / beta) = -6.65 / -8.97 eV

```
! wB97M-V def2-TZVPD RIJCOSX def2/J DEFGRID3
* xyz 0 5
C 3.3098 1.4481 2.6060
C 1.9560 2.0949 2.6301
O 1.1290 1.3131 1.7274
C -0.1740 1.6055 1.8182
C -1.1542 0.8939 0.8234
C -2.1009 2.1002 0.6020
O -1.9627 2.8987 -0.3061
C -3.2478 2.2714 1.6079
C -4.0046 1.0032 1.9775
C -3.3160 -0.3012 1.5685
C -1.8022 -0.2531 1.6516
O -0.5950 2.3960 2.6481
H 4.0182 2.0754 3.1468
H 3.2899 0.4749 3.1083
H 3.6718 1.3149 1.5820
H 1.5112 2.0854 3.6256
H 1.9752 3.1182 2.2400
H -2.7982 2.7324 2.4941
H -3.9523 2.9911 1.1745
H -4.1796 1.0267 3.0642
H -5.0001 1.0322 1.5097
H -3.6662 -1.0905 2.2378
H -3.6176 -0.5927 0.5560
H -1.3646 -1.1997 1.3153
H -1.5137 -0.1166 2.7056
O 3.8356 -4.1158 -5.1877
C 3.1879 -3.4749 -4.4613
Fe 2.5460 -2.3744 -3.2504
C 3.6509 -2.9229 -1.9909
O 4.6297 -3.3360 -1.5093
C 3.7872 -1.3518 -4.0291
O 4.7183 -0.8910 -4.5642
C -0.4821 0.4431 -0.4275
C -1.3937 0.2135 -1.5993
C -1.3170 -0.6681 -2.6466
C -0.3901 -1.6461 -3.0480
C 0.6377 -2.1741 -2.2661
C 0.9039 -1.7410 -0.9241
C 0.4168 -0.7342 -0.1492
H 0.1431 1.2925 -0.8218
H -2.1340 1.0108 -1.7249
H -2.1566 -0.5368 -3.3435
H -0.5573 -2.0969 -4.0332
H 1.1072 -3.1584 -2.5968
H 1.6601 -2.3538 -0.4169
H 0.7953 -0.7061 0.8765
*
```